A cluster of 6 separate species, CH15N2O5 in total in a non-equilibrium geometry, computed with ωB97M-V with the def2-TZVPD basis set.

Geometry (Å):
N: -0.2297 1.3643 1.4311
C: 0.4578 1.6558 0.3552
N: 0.7623 0.7318 -0.5270
H: -0.7812 0.5052 1.4735
H: -0.6201 2.1077 1.9832
H: 0.7398 2.6906 0.2467
H: 1.4033 1.0339 -1.2460
H: 0.7070 -0.2206 -0.2065
H: -0.3243 -2.2860 1.0593
H: -1.6947 -1.7657 1.3573
O: -0.8521 -1.4764 0.9892
H: -1.9001 3.6337 -0.9269
H: -2.9499 3.2315 0.1776
O: -2.0351 3.4637 0.0071
H: 0.1248 -1.0974 -2.6552
H: -0.6454 -2.3452 -2.4505
O: 0.2686 -2.0291 -2.4425
H: 4.1896 1.9317 -1.6741
H: 3.8667 0.8217 -0.8374
O: 3.4533 1.6650 -1.1013
H: -1.8765 -4.5491 1.1119
H: -0.7723 -4.9041 2.1028
O: -1.2917 -4.1632 1.7725

The LUMO energy is -2.76 eV. For the largest force on an atom, the calculation gives 0.0279 hartree/bohr. As for the relative energy (zero: lowest compared OMol25 entry of this formula, charge and spin): 0.840 eV. The calculated total energy comes out at -532.6017 hartree. Its total charge is +1. Its HOMO energy is -14.5 eV.